The following is a DFT calculation (ωB97M-V/def2-TZVPD) of the molecule C27H26N4O3 at a distorted geometry.

Structure (XYZ):
```
60
Properties=species:S:1:pos:R:3
C -6.906 0.009 -0.611
C -5.635 -0.521 -1.271
N -4.982 -1.552 -0.496
C -5.594 -2.870 -0.446
C -6.259 -3.149 0.899
C -3.793 -1.392 0.129
O -3.225 -2.308 0.695
C -3.191 -0.018 0.101
C -2.083 0.236 -0.698
C -1.459 1.468 -0.667
C -1.913 2.459 0.200
N -1.300 3.713 0.277
C 0.015 4.056 0.122
O 0.338 5.224 0.043
C 1.007 2.946 0.117
C 0.965 1.936 1.075
C 1.922 0.942 1.073
C 2.942 0.942 0.124
C 3.925 -0.153 0.114
N 3.431 -1.346 0.204
N 4.213 -2.415 0.156
C 3.538 -3.690 0.260
C 5.582 -2.405 -0.025
O 6.202 -3.450 -0.112
C 6.169 -1.064 -0.074
C 7.554 -0.925 -0.177
C 8.123 0.328 -0.173
C 7.316 1.458 -0.043
C 5.948 1.339 0.053
C 5.346 0.074 0.013
C 2.987 1.959 -0.826
C 2.034 2.959 -0.821
C -3.031 2.209 0.993
C -3.661 0.981 0.946
H -7.317 0.819 -1.208
H -7.656 -0.773 -0.531
H -6.687 0.387 0.384
H -4.929 0.299 -1.416
H -5.883 -0.933 -2.257
H -6.319 -2.943 -1.259
H -4.803 -3.611 -0.605
H -7.036 -2.419 1.113
H -5.511 -3.107 1.686
H -6.702 -4.141 0.891
H -1.713 -0.535 -1.356
H -0.618 1.661 -1.314
H -1.910 4.499 0.471
H 0.188 1.932 1.825
H 1.890 0.153 1.807
H 3.894 -4.226 1.140
H 3.757 -4.294 -0.621
H 2.471 -3.499 0.337
H 8.150 -1.821 -0.249
H 9.193 0.439 -0.254
H 7.770 2.437 -0.013
H 5.334 2.217 0.176
H 3.755 1.954 -1.586
H 2.066 3.754 -1.551
H -3.397 2.980 1.655
H -4.513 0.791 1.580
```

## Properties
- SMILES string: CCN(CC)C(=O)c1ccc(NC(=O)c2ccc(-c3nn(C)c(=O)c4ccccc34)cc2)cc1
- Orbital gap: 8.538 eV
- Energy above the lowest of the compared OMol25 structures with the same formula, charge and spin: 0.000 eV

Want to see where the charge sits? The Mulliken charges in e are: atom 1 (C): -1.04, atom 2 (C): -0.57, atom 3 (N): 0.21, atom 4 (C): -0.74, atom 5 (C): -1.08, atom 6 (C): 0.06, atom 7 (O): -0.66, atom 8 (C): -0.06, atom 9 (C): -0.53, atom 10 (C): -0.24, atom 11 (C): 0.31, atom 12 (N): -0.06, atom 13 (C): -0.15, atom 14 (O): -0.65, atom 15 (C): 0.13, atom 16 (C): 0.02, atom 17 (C): -0.72, atom 18 (C): 0.58, atom 19 (C): 0.13, atom 20 (N): -0.74, atom 21 (N): 0.49, atom 22 (C): -0.88, atom 23 (C): 0.41, atom 24 (O): -0.71, atom 25 (C): -0.17, atom 26 (C): -0.56, atom 27 (C): -0.53, atom 28 (C): -0.72, atom 29 (C): -0.51, atom 30 (C): 0.86, atom 31 (C): -0.68, atom 32 (C): -0.66, atom 33 (C): -0.87, atom 34 (C): -0.10, atom 35 (H): 0.39, atom 36 (H): 0.31, atom 37 (H): 0.23, atom 38 (H): 0.31, atom 39 (H): 0.40, atom 40 (H): 0.40, atom 41 (H): 0.38, atom 42 (H): 0.28, atom 43 (H): 0.30, atom 44 (H): 0.38, atom 45 (H): 0.50, atom 46 (H): 0.55, atom 47 (H): 0.26, atom 48 (H): 0.47, atom 49 (H): 0.46, atom 50 (H): 0.28, atom 51 (H): 0.28, atom 52 (H): 0.36, atom 53 (H): 0.50, atom 54 (H): 0.41, atom 55 (H): 0.42, atom 56 (H): 0.55, atom 57 (H): 0.62, atom 58 (H): 0.46, atom 59 (H): 0.41, atom 60 (H): 0.54

The following is a DFT calculation (ωB97M-V/def2-TZVPD) of the ion C27H26OP with charge +1 at a distorted geometry.

Structure (XYZ):
```
55
Properties=species:S:1:pos:R:3
C 2.438 0.568 2.839
O 1.195 0.918 2.201
C 0.320 -0.064 1.608
C -1.048 0.126 2.357
C -1.861 -0.965 2.741
C -3.232 -0.777 3.040
C -3.796 0.520 3.091
C -5.286 0.678 3.232
C -2.877 1.581 3.072
C -1.521 1.368 2.795
H 2.870 1.560 3.075
H 2.303 -0.027 3.763
H 3.158 0.029 2.174
H 0.598 -1.128 1.767
H -1.443 -1.983 2.783
H -3.896 -1.632 3.246
H -5.583 1.729 3.263
H -5.806 0.225 2.387
H -5.705 0.208 4.122
H -3.240 2.564 3.285
H -0.826 2.171 2.818
C 3.530 3.032 -1.890
C 2.608 3.339 -0.890
C 1.843 2.334 -0.303
C 1.942 1.007 -0.762
P 0.660 -0.188 -0.253
C -0.785 0.153 -1.281
C -1.991 -0.546 -1.053
C -3.018 -0.488 -1.995
C -2.876 0.301 -3.138
C -1.709 1.026 -3.355
C -0.667 0.961 -2.425
C 1.324 -1.801 -0.907
C 2.403 -2.472 -0.275
C 3.056 -3.554 -0.884
C 2.631 -4.027 -2.130
C 1.562 -3.404 -2.773
C 0.913 -2.321 -2.159
C 2.901 0.701 -1.750
C 3.679 1.712 -2.321
H 4.124 3.828 -2.351
H 2.462 4.365 -0.572
H 1.160 2.559 0.498
H -2.097 -1.129 -0.149
H -3.917 -1.077 -1.836
H -3.685 0.339 -3.876
H -1.580 1.636 -4.256
H 0.249 1.527 -2.594
H 2.736 -2.125 0.691
H 3.909 -4.020 -0.397
H 3.144 -4.874 -2.606
H 1.236 -3.748 -3.766
H 0.080 -1.856 -2.686
H 3.029 -0.325 -2.094
H 4.382 1.463 -3.123
```

## Properties
- Orbital gap: 8.750 eV
- Total charge: +1

Want to see where the charge sits? The Mulliken charges in e are: atom 1 (C): -0.71, atom 2 (O): -0.28, atom 3 (C): 0.01, atom 4 (C): 0.19, atom 5 (C): -0.33, atom 6 (C): -0.52, atom 7 (C): 0.74, atom 8 (C): -1.43, atom 9 (C): -0.70, atom 10 (C): -0.76, atom 11 (H): 0.28, atom 12 (H): 0.29, atom 13 (H): 0.24, atom 14 (H): 0.38, atom 15 (H): 0.36, atom 16 (H): 0.39, atom 17 (H): 0.37, atom 18 (H): 0.32, atom 19 (H): 0.34, atom 20 (H): 0.41, atom 21 (H): 0.54, atom 22 (C): -0.47, atom 23 (C): -0.71, atom 24 (C): -0.42, atom 25 (C): -0.14, atom 26 (P): 2.51, atom 27 (C): -0.06, atom 28 (C): -0.39, atom 29 (C): -0.74, atom 30 (C): -0.44, atom 31 (C): -0.74, atom 32 (C): -0.10, atom 33 (C): -0.20, atom 34 (C): -0.17, atom 35 (C): -0.78, atom 36 (C): -0.38, atom 37 (C): -0.79, atom 38 (C): -0.11, atom 39 (C): -0.08, atom 40 (C): -0.69, atom 41 (H): 0.39, atom 42 (H): 0.43, atom 43 (H): 0.49, atom 44 (H): 0.43, atom 45 (H): 0.44, atom 46 (H): 0.39, atom 47 (H): 0.42, atom 48 (H): 0.27, atom 49 (H): 0.34, atom 50 (H): 0.42, atom 51 (H): 0.38, atom 52 (H): 0.40, atom 53 (H): 0.28, atom 54 (H): 0.28, atom 55 (H): 0.42

The following is a DFT calculation (ωB97M-V/def2-TZVPD) of a structure of composition C27H27AlNOP2Se4 at a distorted geometry.

Structure (XYZ):
```
63
Properties=species:S:1:pos:R:3
Al 14.578 10.707 7.499
Se 15.623 11.616 9.451
Se 17.283 12.738 8.187
Se 15.882 13.814 6.663
Se 14.694 12.122 5.637
C 11.831 12.333 8.338
P 12.361 10.662 8.329
C 11.261 9.617 7.374
C 11.556 9.393 5.999
C 10.839 8.452 5.202
C 9.817 7.763 5.865
C 9.513 7.995 7.180
C 10.210 8.885 7.981
C 12.453 9.991 10.019
C 12.656 8.631 10.156
C 12.828 8.103 11.431
C 12.779 8.937 12.508
C 12.599 10.290 12.344
C 12.432 10.826 11.124
P 11.282 12.905 6.600
C 11.424 14.653 6.873
C 12.604 15.267 7.384
C 12.718 16.639 7.379
C 11.677 17.403 6.953
C 10.505 16.844 6.554
C 10.351 15.478 6.460
C 9.464 12.656 6.668
C 8.868 12.065 5.574
C 7.472 11.834 5.594
C 6.810 12.160 6.750
C 7.354 12.855 7.823
C 8.749 13.036 7.810
H 12.675 12.931 8.619
H 11.146 12.558 9.098
H 12.373 9.902 5.542
H 11.082 8.357 4.176
H 9.229 7.063 5.281
H 8.759 7.464 7.705
H 9.859 9.005 9.021
H 12.820 8.091 9.229
H 13.015 7.031 11.550
H 12.843 8.579 13.545
H 12.565 10.850 13.247
H 12.235 11.863 11.144
H 13.364 14.685 7.827
H 13.664 17.111 7.756
H 11.746 18.480 7.025
H 9.642 17.454 6.329
H 9.432 15.120 6.143
H 9.363 11.935 4.632
H 6.967 11.366 4.766
H 5.733 11.947 6.668
H 6.667 12.985 8.728
H 9.190 13.635 8.655
C 16.586 8.567 5.472
C 15.959 8.276 6.793
N 16.476 7.338 7.544
O 14.968 8.876 7.231
H 16.366 9.598 5.157
H 16.227 7.887 4.672
H 17.674 8.351 5.501
H 17.205 6.745 7.220
H 16.000 7.192 8.382
```

## Properties
- Orbital gap: 7.532 eV
- Energy above the lowest of the compared OMol25 structures with the same formula, charge and spin: 0.746 eV
- Total charge: +1

Want to see where the charge sits? The Mulliken charges in e are: atom 1 (Al): 0.42, atom 2 (Se): -0.16, atom 3 (Se): -0.18, atom 4 (Se): -0.13, atom 5 (Se): -0.18, atom 6 (C): -1.74, atom 7 (P): 1.01, atom 8 (C): 0.45, atom 9 (C): -0.17, atom 10 (C): -0.94, atom 11 (C): -0.57, atom 12 (C): -0.74, atom 13 (C): -0.37, atom 14 (C): 0.51, atom 15 (C): -0.57, atom 16 (C): -0.81, atom 17 (C): -0.47, atom 18 (C): -0.75, atom 19 (C): -0.45, atom 20 (P): 0.46, atom 21 (C): 0.89, atom 22 (C): -0.62, atom 23 (C): -0.78, atom 24 (C): -0.51, atom 25 (C): -0.70, atom 26 (C): -0.78, atom 27 (C): 0.60, atom 28 (C): -0.34, atom 29 (C): -0.70, atom 30 (C): -0.32, atom 31 (C): -0.92, atom 32 (C): 0.08, atom 33 (H): 0.67, atom 34 (H): 0.97, atom 35 (H): 0.28, atom 36 (H): 0.55, atom 37 (H): 0.39, atom 38 (H): 0.51, atom 39 (H): 0.44, atom 40 (H): 0.48, atom 41 (H): 0.40, atom 42 (H): 0.38, atom 43 (H): 0.48, atom 44 (H): 0.39, atom 45 (H): 0.54, atom 46 (H): 0.34, atom 47 (H): 0.37, atom 48 (H): 0.39, atom 49 (H): 0.50, atom 50 (H): 0.38, atom 51 (H): 0.45, atom 52 (H): 0.33, atom 53 (H): 0.28, atom 54 (H): 0.29, atom 55 (C): -1.06, atom 56 (C): 0.83, atom 57 (N): -0.30, atom 58 (O): -0.15, atom 59 (H): 0.18, atom 60 (H): 0.31, atom 61 (H): 0.40, atom 62 (H): 0.21, atom 63 (H): 0.23